{
  "formula": "C17H16Cl2Co",
  "method": "wB97M-V/def2-TZVPD",
  "s2": 6.046,
  "lumo_energy_ev": [3.310, 0.805],
  "homo_lumo_gap_ev": [5.5916, 5.0567],
  "total_charge": -1,
  "max_force_ev_per_a": 6.71,
  "homo_ev": [-2.3, -4.3],
  "energy_ha": -2960.4641,
  "multiplicity": 5,
  "symbols": ["C", "C", "C", "H", "C", "C", "H", "H", "H", "H", "Co", "Cl", "C", "C", "C", "H", "C", "C", "H", "H", "H", "H", "Cl", "C", "C", "C", "C", "C", "C", "C", "H", "H", "H", "H", "H", "H"],
  "positions_angstrom": [[-2.2171, -2.3607, 0.7507], [-2.7969, -1.1433, 0.2706], [-2.2123, -0.0645, 1.0090], [-3.5597, -1.0694, -0.4939], [-1.2555, -0.6265, 1.9255], [-1.2738, -2.0483, 1.7743], [-0.7324, -2.7940, 2.3720], [-2.5234, -3.3577, 0.4368], [-2.4000, 0.9838, 0.8154], [-0.6205, -0.0664, 2.5987], [-0.8270, -1.0176, 0.0716], [-0.8574, -1.2669, -2.1212], [-0.8476, 2.7453, -2.8557], [-0.6991, 3.5084, -1.6523], [-2.0052, 3.7351, -1.1076], [0.2413, 3.8797, -1.2411], [-2.9606, 3.1132, -1.9754], [-2.2453, 2.5028, -3.0563], [-2.6885, 1.9763, -3.9036], [-0.0400, 2.4317, -3.5197], [-2.2341, 4.3106, -0.2084], [-4.0452, 3.1307, -1.8523], [2.9183, -0.3696, -1.8469], [2.9638, -1.0431, -0.2525], [4.0459, -1.8554, 0.0277], [4.1676, -2.4055, 1.3106], [3.2674, -2.0518, 2.3328], [2.1602, -1.2440, 2.0359], [1.9700, -0.7202, 0.7255], [0.8658, 0.1558, 0.3160], [4.7948, -2.0135, -0.7476], [4.9946, -3.0887, 1.5002], [3.4082, -2.4489, 3.3518], [1.4936, -0.9552, 2.8549], [0.6843, 0.9580, 1.0436], [1.0661, 0.5796, -0.6888]],
  "forces_ev_per_a": [[-1.2, -0.3, 0.7], [-1.2, -0.2, 1.3], [-1.3, 0.3, 1.2], [0.3, 0.1, 0.0], [-1.7, -0.2, 2.2], [-0.7, -0.3, 1.3], [-0.1, 0.6, -0.5], [0.4, 0.3, 0.0], [0.1, -0.1, 0.2], [-0.1, -0.1, -0.1], [4.6, 0.0, -4.9], [0.2, -0.3, -1.4], [1.5, 1.7, 2.3], [0.3, -1.0, -1.9], [0.0, -0.4, -0.8], [-0.4, -0.3, -0.1], [0.5, -0.8, -1.5], [-2.4, 0.9, 1.7], [0.2, 0.1, 0.4], [-0.3, 0.0, 0.4], [0.1, -0.3, -0.3], [0.5, -0.1, 0.0], [0.0, 0.1, -0.3], [0.1, -0.4, 1.0], [-0.3, -0.1, 0.5], [0.2, 0.1, 0.2], [-0.2, -0.2, -0.6], [0.8, 0.0, -0.2], [0.1, 0.6, -0.7], [0.9, 0.5, -0.1], [-0.2, -0.2, 0.2], [-0.1, 0.2, 0.1], [-0.1, 0.2, -0.6], [0.1, -0.1, -0.5], [-0.1, -0.2, -0.1], [-0.3, -0.1, 0.8]]
}



{
  "formula": "C17H16Cl2F4N3O3SSn",
  "method": "wB97M-V/def2-TZVPD",
  "lumo_energy_ev": [-5.086, -5.085],
  "homo_lumo_gap_ev": [5.7027, 5.7048],
  "total_charge": 1,
  "max_force_ev_per_a": 2.77,
  "homo_ev": [-10.8, -10.8],
  "energy_ha": -2979.4451,
  "symbols": ["Sn", "C", "N", "C", "C", "C", "N", "C", "C", "F", "C", "F", "C", "C", "F", "C", "F", "H", "H", "H", "H", "H", "H", "H", "H", "H", "H", "H", "O", "N", "C", "C", "C", "C", "C", "S", "H", "H", "H", "H", "Cl", "C", "Cl", "C", "O", "O", "H"],
  "positions_angstrom": [[0.2128, 0.2073, -0.2436], [-0.4614, 3.4410, 0.1936], [-0.3726, 2.1910, 0.9719], [-1.6725, 1.8674, 1.5862], [0.7147, 2.3502, 1.9495], [1.0742, 1.1228, 2.7950], [0.6094, -0.1069, 2.2025], [0.9172, -1.3053, 2.7429], [0.2921, -2.4549, 2.2022], [-0.5685, -2.2787, 1.1962], [0.5365, -3.7246, 2.6629], [-0.1028, -4.7524, 2.1109], [1.4333, -3.9388, 3.6947], [2.0757, -2.8457, 4.2452], [2.9548, -3.0241, 5.2256], [1.8366, -1.5638, 3.7955], [2.5054, -0.5623, 4.3653], [-0.5948, 4.2908, 0.8696], [-1.3018, 3.3928, -0.4875], [0.4539, 3.5890, -0.3780], [-1.9487, 2.6189, 2.3330], [-1.6313, 0.8930, 2.0690], [-2.4360, 1.8528, 0.8105], [0.4774, 3.1804, 2.6240], [1.5907, 2.6542, 1.3769], [0.6722, 1.1895, 3.8100], [2.1602, 1.1415, 2.9001], [1.6283, -4.9365, 4.0616], [-0.9810, 1.3891, -1.4989], [-1.5552, 0.8132, -2.5704], [-2.0317, 1.6618, -3.5077], [-2.6725, 1.1827, -4.6134], [-2.8349, -0.1978, -4.7515], [-2.3406, -1.0411, -3.7875], [-1.6693, -0.5298, -2.6703], [-0.9964, -1.5762, -1.4690], [-1.8578, 2.7050, -3.2971], [-3.0366, 1.8770, -5.3552], [-3.3434, -0.6038, -5.6148], [-2.4480, -2.1129, -3.8662], [3.0475, -1.7491, 0.1000], [3.7403, -0.2269, -0.4979], [3.6936, 1.0243, 0.7633], [2.9907, 0.2791, -1.7396], [3.6181, 0.5844, -2.7155], [1.6807, 0.3159, -1.6616], [4.7792, -0.4045, -0.7454]],
  "forces_ev_per_a": [[0.5, -0.1, 1.5], [0.0, 0.2, -0.1], [0.3, -0.8, -0.3], [-0.3, 0.1, 0.2], [0.2, 0.2, 0.4], [0.4, -0.1, -0.2], [-1.1, 1.0, -2.3], [0.6, -1.5, 0.1], [0.5, 0.4, 0.8], [-0.3, 0.1, -0.4], [0.3, 0.0, 0.3], [-0.1, -0.1, -0.1], [0.0, -0.1, 0.0], [-0.3, -0.2, -0.2], [0.1, 0.0, 0.1], [-0.5, 0.1, -0.7], [0.2, 0.3, 0.2], [0.0, -0.1, 0.1], [0.0, 0.0, 0.0], [0.0, 0.0, 0.0], [0.1, 0.0, -0.1], [0.1, 0.0, 0.0], [0.0, 0.0, 0.0], [-0.1, 0.0, -0.1], [0.0, 0.0, 0.0], [-0.2, 0.1, -0.1], [-0.1, 0.1, 0.1], [0.0, 0.0, 0.0], [-0.1, -0.3, -0.1], [0.0, -0.1, 0.0], [0.0, 0.0, 0.0], [0.0, 0.0, 0.0], [0.0, 0.1, 0.0], [0.1, 0.0, 0.1], [0.1, 0.2, -0.2], [0.1, 0.3, 0.6], [0.0, 0.0, 0.0], [0.0, 0.0, 0.0], [0.0, 0.0, 0.0], [0.0, 0.0, 0.0], [-0.1, 0.1, 0.0], [0.0, -0.1, 0.0], [0.1, 0.0, -0.1], [0.6, -0.2, 0.0], [-0.3, 0.0, 0.3], [-0.8, 0.4, 0.5], [0.0, 0.0, 0.0]]
}